This record from OMol25 describes a cluster of 2 separate species, C4H9NO in total. The level of theory is ωB97M-V/def2-TZVPD.

The HOMO energy is -0.348 Ha. The energy relative to the best compared isomer or geometry (same formula, charge and spin) comes out at 4.747 eV.

```
! wB97M-V def2-TZVPD RIJCOSX def2/J DEFGRID3
* xyz 0 1
C -2.83 0.41 -0.39
C 1.42 -1.33 -0.10
C 1.48 1.07 0.27
C 1.25 -0.11 -0.58
N -1.65 -0.06 -0.34
O -1.46 -0.69 0.94
H -3.72 0.43 0.29
H -2.99 0.79 -1.47
H 1.51 -2.17 -0.70
H 1.35 -1.64 1.02
H -0.57 -0.90 1.18
H 1.00 1.14 1.19
H 1.28 1.94 -0.19
H 2.56 1.19 0.49
H 1.36 -0.07 -1.62
*
```

These are the Löwdin partial charges, in e, on atoms 1 to 6:
1 C -0.053
2 C -0.036
3 C -0.104
4 C -0.244
5 N -0.046
6 O -0.105


This record from OMol25 describes a cluster of 2 separate species, C3H4NO in total. The level of theory is ωB97M-V/def2-TZVPD.

The HOMO energy is -0.602 Ha. The energy relative to the best compared isomer or geometry (same formula, charge and spin) comes out at 1.825 eV.

```
! wB97M-V def2-TZVPD RIJCOSX def2/J DEFGRID3
* xyz 1 1
C 0.43 0.22 -0.06
C -2.04 -0.33 0.00
C 3.07 0.42 0.02
N -0.69 -0.04 -0.05
O 3.83 -0.40 0.02
H -2.16 -1.32 0.44
H -2.45 -0.34 -1.01
H -2.56 0.41 0.60
H 2.57 1.38 0.04
*
```

These are the Löwdin partial charges, in e, on atoms 1 to 6:
1 C 0.105
2 C -0.069
3 C 0.214
4 N -0.067
5 O 0.355
6 H 0.110


This record from OMol25 describes a structure of composition C31H35N2OP2PdS4. The level of theory is ωB97M-V/def2-TZVPD.

The HOMO energy is -0.099 Ha.

```
! wB97M-V def2-TZVPD RIJCOSX def2/J DEFGRID3
* xyz -1 1
Pd 1.12 -0.29 0.12
C 0.08 2.70 2.04
P -0.17 0.91 1.70
C -1.87 0.82 1.07
N -2.86 1.31 1.82
C -4.12 1.12 1.36
C -5.20 1.58 2.12
C -6.50 1.43 1.65
C -6.74 0.83 0.43
C -5.69 0.35 -0.34
C -4.37 0.48 0.11
N -3.35 0.01 -0.64
C -2.12 0.19 -0.15
P -0.74 -0.26 -1.20
C -1.40 -1.63 -2.22
C -0.66 1.22 -2.38
C 0.02 0.80 -3.68
C -2.03 1.81 -2.69
C 0.18 2.28 -1.65
C -0.35 0.17 3.42
C -0.78 -1.27 3.14
C -1.36 0.87 4.33
C 1.03 0.21 4.08
H -0.85 3.12 2.45
H 0.34 3.23 1.13
H 0.90 2.82 2.75
H -5.00 2.04 3.07
H -7.33 1.79 2.25
H -7.75 0.74 0.06
H -5.86 -0.12 -1.30
H -2.36 -1.32 -2.63
H -1.55 -2.49 -1.58
H -0.69 -1.88 -3.01
H -0.66 0.22 -4.30
H 0.91 0.20 -3.48
H 0.33 1.68 -4.25
H -2.71 1.07 -3.11
H -1.91 2.63 -3.41
H -2.50 2.22 -1.80
H 1.05 1.81 -1.16
H -0.44 2.75 -0.88
H 0.53 3.05 -2.33
H -1.82 -1.29 2.79
H -0.70 -1.89 4.04
H -0.15 -1.71 2.36
H -2.31 0.99 3.82
H -1.00 1.85 4.64
H -1.51 0.26 5.22
H 1.81 -0.02 3.36
H 1.09 -0.53 4.88
H 1.23 1.20 4.50
O 6.32 -0.88 5.01
C 5.51 -0.93 4.12
S 4.44 -2.29 3.83
C 3.52 -1.61 2.47
C 3.92 -0.36 2.07
S 3.25 0.59 0.84
S 5.27 0.36 2.94
S 2.24 -2.49 1.85
C 4.43 -0.62 -4.53
C 3.97 0.41 -3.70
C 3.19 0.11 -2.61
C 2.80 -1.21 -2.33
C 1.89 -1.53 -1.28
C 1.48 -2.83 -1.13
C 1.99 -3.87 -1.92
C 2.89 -3.59 -2.91
C 3.29 -2.26 -3.17
C 4.11 -1.92 -4.26
H 5.02 -0.38 -5.40
H 4.25 1.43 -3.92
H 2.85 0.90 -1.95
H 0.75 -3.08 -0.36
H 1.64 -4.88 -1.75
H 3.29 -4.38 -3.53
H 4.48 -2.73 -4.89
*
```

These are the Löwdin partial charges, in e, on atoms 1 to 6:
1 Pd 0.353
2 C -0.217
3 P 0.945
4 C -0.389
5 N 0.140
6 C -0.203


This record from OMol25 describes a cluster of 2 separate species, CH3O3 in total. The level of theory is ωB97M-V/def2-TZVPD.

The HOMO energy is -0.166 Ha. The energy relative to the best compared isomer or geometry (same formula, charge and spin) comes out at 0.480 eV.

```
! wB97M-V def2-TZVPD RIJCOSX def2/J DEFGRID3
* xyz -1 1
O -0.19 -1.34 0.81
C 0.86 -0.87 0.29
O 0.87 0.24 -0.36
H 1.88 -1.42 0.44
H -0.95 2.01 -1.21
H -0.60 0.88 -0.28
O -1.36 1.56 -0.54
*
```

These are the Löwdin partial charges, in e, on atoms 1 to 6:
1 O -0.137
2 C -0.592
3 O -0.172
4 H 0.101
5 H -0.077
6 H 0.024


This record from OMol25 describes the ion C5H10N3 with charge +1. The level of theory is ωB97M-V/def2-TZVPD.

The HOMO energy is -0.498 Ha. The energy relative to the best compared isomer or geometry (same formula, charge and spin) comes out at 4.613 eV.

```
! wB97M-V def2-TZVPD RIJCOSX def2/J DEFGRID3
* xyz 1 1
C 0.21 -1.53 0.86
C 1.51 -0.03 0.00
C 2.51 0.66 -0.44
C -1.98 -1.14 -0.40
C -0.27 1.64 0.48
N 1.46 -1.24 0.73
N -0.75 -0.70 0.26
N -0.02 0.40 -0.26
H -0.11 -2.56 1.17
H 2.13 1.46 -0.99
H 3.40 0.12 -0.24
H -1.86 -1.14 -1.51
H -2.35 -2.05 -0.07
H -2.70 -0.39 -0.13
H 0.05 1.46 1.43
H 0.40 2.48 0.08
H -1.34 1.91 0.47
H -0.29 0.63 -1.44
*
```

These are the Löwdin partial charges, in e, on atoms 1 to 6:
1 C -0.087
2 C -0.276
3 C 0.135
4 C 0.005
5 C 0.005
6 N 0.149


This record from OMol25 describes an isolated molecule of C5H9N. The level of theory is ωB97M-V/def2-TZVPD.

The HOMO energy is -0.323 Ha. The energy relative to the best compared isomer or geometry (same formula, charge and spin) comes out at 2.800 eV.

```
! wB97M-V def2-TZVPD RIJCOSX def2/J DEFGRID3
* xyz 0 1
C -1.14 1.92 -0.97
C 0.33 1.73 -0.74
C 0.66 0.44 -0.14
C 0.01 -0.66 -0.19
N 0.41 -1.88 0.48
C 0.03 -2.13 1.65
H -1.78 2.08 -0.08
H -1.43 1.11 -1.62
H -1.20 2.96 -1.50
H 0.63 2.57 -0.19
H 1.08 1.84 -1.58
H 1.49 0.31 0.61
H -0.75 -1.04 -1.06
H 0.05 -3.08 2.04
H -0.36 -1.42 2.40
*
```

These are the Löwdin partial charges, in e, on atoms 1 to 6:
1 C -0.122
2 C -0.310
3 C -0.169
4 C -0.201
5 N -0.026
6 C -0.061


Number 1: Kohn-Sham gap 10.625 eV, total energy -287.657995 Ha, strongest force on any atom 3.59 eV/A. Number 2: Kohn-Sham gap 10.246 eV, total energy -246.325011 Ha, strongest force on any atom 1.94 eV/A. Number 3: Kohn-Sham gap 3.333 eV, total energy -3790.513240 Ha, strongest force on any atom 2.60 eV/A. Number 4: Kohn-Sham gap 9.187 eV, total energy -265.680199 Ha, strongest force on any atom 4.63 eV/A. Number 5: Kohn-Sham gap 9.420 eV, total energy -360.405593 Ha, strongest force on any atom 4.48 eV/A. Number 6: Kohn-Sham gap 9.877 eV, total energy -250.564027 Ha, strongest force on any atom 5.95 eV/A.